Record 1
{
  "formula": "C5H8O2",
  "method": "wB97M-V/def2-TZVPD",
  "multiplicity": 1,
  "e_above_lowest_ev": 2.430,
  "charge": 0,
  "e_lumo_ev": 0.94,
  "orbital_gap_ev": 10.55,
  "elements": ["O", "C", "C", "C", "O", "C", "C", "H", "H", "H", "H", "H", "H", "H", "H"],
  "positions_angstrom": [[2.463318, 1.084387, -0.289302], [2.222557, 0.201005, 0.498593], [0.857319, -0.383773, 0.756962], [-0.284797, -0.017936, -0.212700], [0.219513, -0.337310, -1.495957], [-1.652676, -0.502897, 0.179323], [-1.541999, 0.833486, -0.475542], [3.051233, -0.291175, 1.062530], [0.651870, -0.395482, 1.835701], [0.998821, -1.452830, 0.507926], [0.597354, 0.520257, -1.755132], [-1.847977, -0.413853, 1.248753], [-2.088186, -1.374564, -0.292899], [-1.764330, 0.772909, -1.543988], [-1.882026, 1.757780, -0.024272]],
  "forces_ev_per_angstrom": [[-0.1, -0.3, 0.3], [-0.1, 0.4, -0.3], [-0.1, 0.2, 0.0], [-0.1, -0.2, 0.0], [0.1, -0.2, -0.2], [-0.1, -0.2, 0.0], [0.1, 0.3, 0.2], [-0.2, 0.2, -0.1], [-0.2, 0.3, -0.2], [0.0, 0.2, 0.2], [0.1, -0.6, -0.3], [0.2, -0.3, -0.2], [-0.2, 0.2, -0.2], [0.3, 0.3, 0.3], [0.2, -0.2, 0.4]]
}



Record 2
{
  "formula": "C4H9NS",
  "method": "wB97M-V/def2-TZVPD",
  "multiplicity": 1,
  "e_above_lowest_ev": 6.282,
  "charge": 0,
  "e_lumo_ev": 0.23,
  "orbital_gap_ev": 8.55,
  "elements": ["C", "C", "C", "C", "N", "S", "H", "H", "H", "H", "H", "H", "H", "H", "H"],
  "positions_angstrom": [[1.260574, 0.062817, 0.812566], [0.723774, 1.355792, 0.183642], [-0.861931, 1.192330, 0.237978], [-1.170090, -0.087958, -0.447782], [0.136682, -2.504483, 0.724933], [0.332184, -1.158764, 0.022651], [2.512177, -0.137252, 0.336950], [1.046857, 2.076347, 0.808666], [1.186496, 1.474877, -0.953338], [-1.069773, 1.269244, 1.274352], [-1.391540, 2.079231, -0.152449], [-1.982382, -0.661486, 0.011557], [-1.310838, 0.018132, -1.570347], [-0.011585, -3.265809, 0.047595], [0.599395, -1.713020, -1.336973]],
  "forces_ev_per_angstrom": [[2.8, -1.6, -3.1], [-0.8, -2.9, -3.9], [1.7, 2.2, -0.8], [0.0, -1.1, -0.1], [-0.2, -0.3, 0.7], [0.3, -0.5, -2.3], [-3.8, 0.3, 1.9], [1.0, 3.0, 1.6], [-1.4, 0.2, 2.7], [-0.4, -0.7, 1.1], [0.3, -0.5, -0.4], [-0.1, 0.2, -0.4], [0.5, -0.4, 1.4], [0.1, 0.7, 0.4], [-0.1, 1.3, 1.2]]
}



Record 3
{
  "formula": "C2H3P",
  "method": "wB97M-V/def2-TZVPD",
  "multiplicity": 1,
  "e_above_lowest_ev": 3.098,
  "charge": 0,
  "e_lumo_ev": -1.57,
  "orbital_gap_ev": 8.33,
  "elements": ["C", "C", "P", "H", "H", "H"],
  "positions_angstrom": [[1.918598, 0.116981, -0.375069], [0.747863, 0.313599, -0.114897], [-1.692190, 0.204503, 0.869392], [2.855785, 0.519793, -0.666585], [-1.632146, -1.190681, 0.685141], [-2.197909, 0.035805, -0.397982]],
  "forces_ev_per_angstrom": [[-0.7, 1.1, 0.0], [-3.2, -0.7, 1.4], [3.5, -0.3, -1.0], [0.5, -0.5, -0.1], [0.3, -0.4, 0.8], [-0.4, 0.8, -1.1]]
}



Record 4
{
  "formula": "C4H9O2",
  "method": "wB97M-V/def2-TZVPD",
  "multiplicity": 1,
  "e_above_lowest_ev": 0.553,
  "charge": -1,
  "e_lumo_ev": 4.17,
  "orbital_gap_ev": 8.02,
  "elements": ["C", "C", "O", "O", "H", "H", "H", "C", "C", "H", "H", "H", "H", "H", "H"],
  "positions_angstrom": [[1.207915, -0.634728, 2.872180], [0.784231, 0.346003, 1.667502], [-0.301857, 0.044694, 1.108523], [1.667458, 1.176255, 1.432697], [2.304152, -0.572746, 2.873726], [0.787639, -1.650676, 2.901031], [0.938726, -0.262498, 3.848821], [-1.605450, 0.625283, -2.106833], [-0.266213, -0.095777, -2.168628], [-2.176412, 0.564310, -3.013803], [-2.111924, 0.026529, -1.327779], [-1.495988, 1.616263, -1.669416], [0.576721, 0.358327, -2.701915], [-0.378018, -1.142843, -2.527963], [0.069023, -0.398389, -1.188148]],
  "forces_ev_per_angstrom": [[0.3, 0.4, -0.2], [-0.3, -2.3, 1.1], [0.4, 0.8, 0.0], [-0.2, 0.9, -0.6], [-0.2, -0.6, 0.0], [0.3, 0.2, -0.7], [-0.4, 0.7, 0.4], [0.6, -1.1, 1.6], [0.5, -1.6, -0.4], [-0.2, 0.4, -0.5], [-0.4, 0.5, -0.3], [-0.1, 0.1, -0.4], [-0.4, 0.1, 0.0], [-0.2, 0.6, -0.7], [0.2, 1.0, 0.7]]
}



Record 5
{
  "formula": "C38H63N2O30P",
  "method": "wB97M-V/def2-TZVPD",
  "multiplicity": 1,
  "charge": 0,
  "e_lumo_ev": -1.67,
  "orbital_gap_ev": 7.35,
  "elements": ["N", "P", "O", "C", "C", "C", "O", "C", "C", "C", "C", "C", "C", "N", "C", "C", "O", "H", "H", "H", "H", "H", "H", "H", "H", "H", "C", "O", "C", "O", "O", "C", "H", "H", "H", "H", "H", "H", "C", "O", "C", "O", "O", "C", "H", "H", "H", "H", "H", "H", "C", "O", "C", "O", "O", "C", "H", "H", "H", "H", "H", "H", "C", "O", "C", "O", "O", "C", "H", "H", "H", "H", "H", "H", "C", "O", "C", "O", "O", "C", "H", "H", "H", "H", "H", "H", "C", "O", "C", "O", "O", "C", "H", "H", "H", "H", "H", "H", "C", "O", "C", "O", "O", "C", "H", "H", "H", "H", "H", "H", "C", "O", "C", "O", "O", "C", "H", "H", "H", "H", "H", "H", "C", "O", "C", "O", "O", "C", "H", "H", "H", "H", "H", "H"],
  "positions_angstrom": [[3.264051, -2.584524, 1.398821], [3.165242, -1.321729, 0.227473], [3.110852, -2.120645, -1.182312], [1.439481, -0.732709, 0.500402], [1.172622, 0.519034, 0.869344], [-0.221270, 0.966015, 1.086335], [-0.485116, 2.147744, 1.046847], [-1.234622, -0.070713, 1.335182], [-0.988905, -1.332916, 0.985270], [-1.933086, -2.441849, 1.212210], [-1.570908, -3.554290, 1.962065], [-2.513631, -4.550705, 2.103672], [-3.751094, -4.399975, 1.502094], [-4.143920, -3.335343, 0.803080], [-3.213620, -2.385325, 0.680002], [0.310990, -1.680166, 0.330323], [0.431452, -2.718369, -0.278848], [2.355357, -2.728550, 1.829238], [3.856617, -2.241140, 2.147710], [2.682344, -2.982546, -1.088423], [1.964338, 1.240340, 0.991382], [-2.162732, 0.209091, 1.809978], [-0.583429, -3.631646, 2.388868], [-2.304263, -5.441819, 2.673211], [-4.469480, -5.203779, 1.596690], [-3.494360, -1.504721, 0.117339], [-0.698426, -8.452983, 5.615899], [-1.959082, -7.894318, 5.237172], [-2.979490, -8.749738, 5.307082], [-2.912313, -9.899584, 5.649515], [-4.083701, -8.107483, 4.929244], [-5.267186, -8.911075, 4.954382], [0.029957, -7.654370, 5.511255], [-0.722702, -8.790017, 6.649990], [-0.431024, -9.278411, 4.959475], [-5.467524, -9.266852, 5.962732], [-5.172909, -9.754097, 4.273233], [-6.077609, -8.266922, 4.627368], [-2.154112, 3.475299, -5.561119], [-0.884972, 3.343763, -4.914890], [-0.974087, 3.029795, -3.614786], [-1.992470, 2.857916, -3.005306], [0.256678, 2.946029, -3.116462], [0.318072, 2.622389, -1.721726], [-1.941957, 3.726920, -6.596165], [-2.705046, 2.538065, -5.520698], [-2.736444, 4.272725, -5.103923], [-0.122709, 1.645398, -1.546157], [-0.179713, 3.377737, -1.122029], [1.372977, 2.595355, -1.463910], [6.283581, 4.285093, -4.882763], [5.104990, 4.946454, -5.345252], [4.041946, 4.149694, -5.455501], [4.014008, 2.970679, -5.198791], [3.013554, 4.875005, -5.881972], [1.779110, 4.136285, -5.975884], [7.073307, 5.028362, -4.829951], [6.121521, 3.870022, -3.893905], [6.583887, 3.499563, -5.573683], [1.501977, 3.756734, -5.005490], [1.874302, 3.321558, -6.690648], [1.024115, 4.833837, -6.324105], [4.756225, 2.779252, -2.024631], [4.491357, 2.625651, -0.627756], [5.408343, 3.157321, 0.176734], [6.400124, 3.741777, -0.170838], [5.028487, 2.934348, 1.434024], [5.923659, 3.451145, 2.423347], [3.939418, 2.301932, -2.557525], [4.784811, 3.832633, -2.295968], [5.686764, 2.285946, -2.296073], [6.010792, 4.531912, 2.333757], [6.903572, 2.985267, 2.341523], [5.490391, 3.207797, 3.388657], [4.312768, -4.005979, 5.788540], [3.760833, -3.310640, 6.909006], [3.217997, -2.132172, 6.612703], [3.161300, -1.637829, 5.515848], [2.749446, -1.594336, 7.734568], [2.134155, -0.314288, 7.564079], [4.714032, -4.936649, 6.177175], [3.541423, -4.221635, 5.051439], [5.113312, -3.426604, 5.332957], [1.276709, -0.386262, 6.898158], [2.849947, 0.406617, 7.174616], [1.804096, -0.003736, 8.550370], [-8.552590, -4.708031, -4.760401], [-8.640423, -4.757169, -3.335840], [-7.627088, -4.156533, -2.705877], [-6.698584, -3.608761, -3.239956], [-7.824635, -4.271343, -1.398041], [-6.800946, -3.667918, -0.589141], [-9.429218, -5.227211, -5.136448], [-8.560310, -3.677918, -5.111143], [-7.652934, -5.211873, -5.108276], [-6.747062, -2.598715, -0.781349], [-5.840371, -4.128791, -0.776953], [-7.084895, -3.832420, 0.445522], [3.400767, 8.367189, 5.510474], [3.869234, 7.414394, 4.552935], [3.729956, 7.802454, 3.285163], [3.261162, 8.845341, 2.914917], [4.200662, 6.834125, 2.501290], [4.116015, 7.113881, 1.100149], [3.573929, 7.925513, 6.487135], [3.955715, 9.299354, 5.427753], [2.337209, 8.554023, 5.377408], [4.699554, 7.996988, 0.849331], [3.079741, 7.250219, 0.798294], [4.533073, 6.248109, 0.592695], [-4.491976, 3.145985, 2.924345], [-5.380097, 2.596762, 3.902357], [-6.050932, 1.526255, 3.481762], [-5.953330, 1.014140, 2.397356], [-6.843184, 1.114022, 4.469971], [-7.624302, -0.040204, 4.150520], [-4.005071, 3.998780, 3.387029], [-3.739671, 2.413686, 2.639162], [-5.042621, 3.479745, 2.047682], [-6.981311, -0.887175, 3.919208], [-8.286457, 0.164297, 3.311807], [-8.213951, -0.260900, 5.035073], [1.320668, -0.732810, -11.533698], [1.079561, -0.857972, -10.131185], [2.015898, -0.297259, -9.364061], [2.995973, 0.277078, -9.760060], [1.676096, -0.482293, -8.092097], [2.599355, 0.072318, -7.148174], [0.490729, -1.227634, -12.029157], [1.348999, 0.314677, -11.827237], [2.253406, -1.221134, -11.808627], [2.677362, 1.149368, -7.271940], [3.579422, -0.387591, -7.253577], [2.204097, -0.146108, -6.160993]],
  "forces_ev_per_angstrom": [[-0.7, 0.6, 0.1], [1.1, 0.8, 0.0], [-0.1, -0.2, 0.1], [0.0, -0.5, -0.2], [0.3, -0.4, -0.1], [0.2, 0.4, 0.0], [-0.2, 0.1, 0.3], [0.0, -0.3, 0.0], [-0.1, -0.2, 0.2], [-0.1, 0.1, 0.0], [-0.3, 0.0, -0.4], [0.2, 0.0, 0.1], [-0.4, -0.2, 0.0], [0.9, 0.0, 0.4], [-0.3, 0.2, -0.1], [-0.1, 0.1, 0.2], [0.1, -0.3, 0.0], [0.0, -0.5, 0.0], [0.2, -0.2, 0.0], [-0.2, 0.0, -0.2], [0.1, 0.3, 0.0], [-0.1, 0.2, -0.1], [0.1, -0.1, 0.1], [0.0, -0.1, 0.1], [-0.2, 0.0, 0.0], [-0.1, 0.1, -0.1], [0.2, 0.0, 0.0], [0.0, 0.1, 0.0], [0.0, 0.1, 0.0], [0.0, 0.0, 0.0], [0.0, 0.0, 0.0], [-0.2, 0.0, 0.0], [-0.1, 0.1, 0.0], [0.0, -0.1, 0.0], [-0.1, -0.1, 0.0], [0.1, -0.1, 0.0], [0.0, 0.0, 0.1], [0.1, 0.1, 0.0], [-0.1, 0.0, -0.2], [-0.1, -0.1, 0.2], [0.1, 0.0, -0.1], [-0.2, 0.0, 0.1], [0.1, 0.0, -0.1], [0.2, 0.0, 0.0], [0.1, 0.0, 0.0], [0.0, 0.0, 0.1], [0.0, -0.1, 0.1], [-0.1, 0.0, 0.0], [-0.1, 0.0, 0.0], [0.1, 0.0, -0.1], [0.3, -0.1, 0.0], [0.0, 0.0, 0.0], [-0.2, 0.1, 0.0], [0.1, 0.0, 0.0], [-0.1, -0.1, -0.1], [0.1, 0.2, -0.2], [-0.1, 0.2, -0.1], [0.0, -0.1, 0.0], [-0.1, -0.1, 0.0], [0.0, -0.1, 0.1], [0.1, 0.0, 0.0], [0.1, 0.1, 0.0], [-0.2, -0.1, -0.2], [-0.1, 0.0, 0.0], [-0.2, -0.1, 0.0], [0.1, 0.1, 0.0], [0.0, 0.0, 0.1], [0.0, 0.1, 0.2], [0.0, 0.0, 0.1], [0.1, 0.0, 0.1], [0.1, 0.1, 0.0], [0.1, 0.0, 0.0], [0.0, 0.0, -0.1], [-0.1, -0.1, -0.1], [0.1, -0.1, 0.0], [0.0, 0.0, 0.0], [0.0, 0.0, 0.1], [0.0, 0.0, -0.1], [0.0, 0.0, 0.0], [-0.1, 0.1, 0.1], [0.0, 0.0, 0.1], [0.0, 0.1, 0.0], [0.0, 0.0, 0.0], [0.0, 0.0, -0.1], [0.0, 0.0, -0.1], [0.0, -0.1, 0.0], [-0.1, 0.0, -0.1], [0.0, 0.0, 0.0], [0.0, 0.0, 0.0], [0.0, 0.0, 0.0], [-0.1, 0.0, 0.1], [-0.1, 0.0, 0.0], [0.0, 0.0, 0.1], [0.1, 0.0, 0.0], [0.1, 0.1, 0.0], [0.1, 0.0, -0.1], [0.0, 0.0, -0.1], [-0.1, -0.1, 0.0], [0.0, 0.0, 0.2], [0.0, 0.0, 0.0], [0.0, -0.1, 0.0], [0.0, 0.1, 0.0], [0.0, -0.1, 0.0], [0.0, -0.1, -0.2], [0.0, -0.1, 0.0], [0.0, 0.0, -0.1], [0.0, 0.1, -0.1], [-0.1, 0.1, 0.0], [0.0, 0.1, 0.0], [0.0, 0.0, 0.1], [0.2, 0.1, 0.0], [0.0, 0.1, 0.0], [0.0, 0.0, 0.1], [0.0, 0.0, 0.0], [0.0, 0.0, 0.0], [-0.1, -0.1, 0.1], [-0.1, 0.0, 0.1], [0.0, 0.0, -0.1], [0.0, -0.1, 0.0], [0.0, 0.0, -0.1], [0.1, 0.0, -0.1], [0.0, 0.1, 0.0], [-0.1, 0.0, -0.2], [0.0, 0.0, 0.0], [0.0, 0.0, 0.0], [0.0, 0.0, 0.0], [0.0, 0.0, 0.1], [0.1, 0.0, 0.2], [0.0, 0.0, 0.1], [0.1, 0.0, 0.0], [0.0, 0.1, 0.0], [0.1, 0.0, -0.1], [0.0, 0.1, -0.1], [-0.1, -0.1, -0.1]]
}



Record 6
{
  "formula": "H7Na4O4",
  "method": "wB97M-V/def2-TZVPD",
  "multiplicity": 1,
  "e_above_lowest_ev": 4.306,
  "charge": 3,
  "e_lumo_ev": -10.55,
  "orbital_gap_ev": 4.86,
  "elements": ["Na", "Na", "Na", "Na", "O", "H", "O", "H", "H", "O", "H", "H", "O", "H", "H"],
  "positions_angstrom": [[3.433223, -2.433431, 0.449933], [3.604773, 2.248229, -3.867837], [3.579583, 3.230359, 1.702793], [-0.850467, 4.527409, -1.869817], [0.796093, 0.480079, -0.630187], [0.595373, 0.001759, 0.197733], [-0.145197, -1.391631, -4.784127], [-0.709337, -2.164831, -4.795367], [-0.243787, -1.035431, -3.901157], [-1.173517, 0.635539, 4.668293], [-1.670757, 0.844219, 5.459143], [-0.257357, 0.730269, 4.928863], [-2.549217, -2.206771, 0.812363], [-2.023977, -1.860731, 0.090823], [-2.385427, -1.605031, 1.538543]],
  "forces_ev_per_angstrom": [[-0.4, -0.2, -0.1], [0.0, -0.3, -0.3], [-0.1, -0.1, 0.3], [-0.5, -0.1, 0.1], [0.9, 0.1, 0.5], [-0.1, 0.5, -0.5], [0.4, 0.3, 0.0], [-0.2, -0.3, -0.1], [-0.1, 0.0, 0.3], [0.1, 0.0, -0.4], [-0.3, 0.0, 0.2], [0.1, 0.0, 0.2], [0.1, -0.2, 0.0], [0.1, 0.1, -0.3], [-0.1, 0.1, 0.3]]
}